C25H19Br2ClIIrN7O6 | ωB97M-V with the def2-TZVPD basis set

Max |F| = 0.0417 hartree/bohr
2S+1 = 5
Orbital gap (alpha / beta) = 7.3 / 6.8 eV
Energy above the lowest of the compared OMol25 structures with the same formula, charge and spin = 0.0 kcal per mole
Total charge = +1
Molar mass = 1027.85 g mol⁻¹

Geometry as XYZ:
```
62
Properties=species:S:1:pos:R:3:forces:R:3:mulliken_spin:R:1
Ir 0.0084 0.6846 -0.5166 0.17 0.53 -0.07 2.520
Br -4.8474 3.4383 -0.1082 -0.82 -0.88 -0.22 0.056
C -3.1095 3.9638 -0.1523 1.17 0.99 0.74 0.251
C -2.8745 5.2812 0.2349 0.12 0.56 -0.06 -0.095
C -1.6016 5.8328 0.2721 0.34 -0.03 0.13 0.289
Br -1.4030 7.5959 0.9016 -0.10 -0.31 -0.19 0.050
C -0.4066 5.0693 -0.0763 -1.66 -0.46 0.47 0.012
C 0.8916 5.5418 -0.0605 -0.44 2.08 -0.27 0.043
C 1.9046 4.7139 -0.4360 0.32 0.01 0.88 -0.014
C 1.6269 3.3801 -0.6078 -0.66 -1.17 -0.49 0.012
N 0.3879 2.8526 -0.5819 0.37 1.34 0.27 0.090
C -0.6330 3.7144 -0.3287 0.51 -0.77 -0.39 0.083
C -1.9792 3.0794 -0.3451 0.17 1.54 -0.11 0.073
O -2.0590 1.8891 -0.5596 -0.54 -1.64 -0.32 0.258
H -3.7290 5.9102 0.5231 0.50 -0.34 -0.20 0.005
H 0.9989 6.6288 0.1642 0.36 -1.10 -0.14 0.003
H 2.9279 5.0283 -0.4024 0.31 0.18 -0.23 0.001
H 2.4327 2.6905 -0.8159 -0.01 -0.11 0.08 0.009
I 2.0612 0.6715 -3.1794 -0.08 -0.14 0.21 0.042
C 2.8518 -0.1570 -1.4251 0.32 0.19 0.02 -0.005
C 4.1908 -0.4787 -1.3372 -0.09 -0.28 0.40 0.002
C 4.6713 -0.9844 -0.1289 -0.31 0.11 -0.37 -0.003
C 3.7566 -1.2511 0.8826 0.63 0.33 0.05 0.004
C 2.4563 -0.8695 0.7171 0.79 0.36 -1.11 -0.019
N 2.0349 -0.2680 -0.3973 -1.06 -0.29 -0.08 0.118
H 4.7758 -0.3260 -2.2138 0.69 0.04 -0.23 0.000
H 5.7280 -1.1420 0.0236 0.08 -0.18 -0.10 0.000
H 4.0377 -1.6250 1.8499 0.28 -0.26 0.09 0.001
H 1.7763 -0.9855 1.4946 -1.22 -0.09 1.09 0.005
O -1.3746 2.2343 2.2804 -0.13 -0.08 -0.21 0.006
Cl 0.0076 2.2600 2.6712 -0.01 1.42 -0.45 0.005
O 0.7338 1.2666 1.8629 0.24 -0.70 -0.76 0.061
O 0.1759 1.9049 4.0100 -0.05 -0.83 1.88 0.007
O 0.5752 3.5578 2.4456 -0.05 -0.08 -0.51 0.003
C -3.9648 -1.8079 -2.0839 -0.38 0.58 0.35 0.001
N -3.1795 -1.8150 -0.8428 -0.30 0.12 -0.33 -0.007
C -3.5473 -2.4528 0.2943 -0.76 0.08 0.50 0.007
C -2.7941 -2.3391 1.4065 1.20 0.78 -0.07 -0.005
C -1.6445 -1.4712 1.4031 0.09 0.25 0.08 0.000
N -1.3076 -0.8645 0.2756 -0.30 -0.56 -0.03 0.101
C -2.0070 -1.1249 -0.8714 0.83 0.61 -0.57 -0.040
O -1.5295 -0.6646 -1.9237 -0.32 -0.09 0.26 0.057
N -0.8967 -1.2374 2.4999 -0.44 -0.26 -0.66 0.009
H -4.3524 -0.7846 -2.2727 0.09 -0.69 0.24 0.000
H -4.7494 -2.5456 -1.9942 -0.25 0.03 0.07 0.000
H -3.3435 -2.0721 -2.9121 0.49 -0.23 -0.39 0.000
H -4.5236 -2.9750 0.3346 0.90 0.24 -0.42 0.000
H -2.9790 -2.8132 2.3232 -0.75 -0.73 0.86 0.000
H -1.2779 -1.5289 3.3691 -0.13 -0.19 0.65 -0.001
H -0.2294 -0.4719 2.5339 -0.16 0.08 -0.29 0.003
N -2.1626 -4.4553 -1.4292 0.83 -0.30 0.18 0.000
C -1.0362 -4.5184 -1.1761 -0.99 0.39 -0.13 0.001
C 0.3637 -4.4477 -0.8953 0.98 -0.04 -0.32 0.000
C 0.9414 -5.1425 0.1899 0.38 0.56 -0.77 0.000
C 2.3207 -5.1098 0.3386 0.07 1.11 -0.77 0.000
C 3.0241 -4.2878 -0.5590 1.26 -0.76 -0.03 0.000
N 2.5117 -3.6386 -1.5960 -0.63 0.06 0.01 0.000
C 1.1919 -3.7325 -1.7910 0.14 -0.25 0.41 -0.002
H 0.2979 -5.6774 0.8439 -0.34 -0.50 0.48 0.000
H 2.9247 -5.6156 1.0784 -0.49 -0.19 0.21 0.000
H 4.1418 -4.2588 -0.5028 -1.07 0.12 0.15 0.000
H 0.8125 -3.2503 -2.7016 -0.10 -0.18 0.54 0.001
```
Forces are in eV/Å.


C25H19BrFFeN4 | ωB97M-V with the def2-TZVPD basis set

Max |F| = 0.0436 hartree/bohr
2S+1 = 6
Orbital gap (alpha / beta) = 6.5 / 5.6 eV
Energy above the lowest of the compared OMol25 structures with the same formula, charge and spin = 8.3 kcal per mole
Total charge = +2
Molar mass = 530.20 g mol⁻¹

Geometry as XYZ:
```
51
Properties=species:S:1:pos:R:3:forces:R:3:mulliken_spin:R:1
Fe 0.7848 -0.2214 -0.1594 -1.55 -0.35 1.58 4.360
Br -0.8897 5.3323 -4.4838 0.08 -0.09 0.12 -0.001
C -0.1758 4.2651 -3.1161 0.02 -0.05 -0.01 -0.005
C 0.2579 4.8547 -1.9289 -0.10 0.08 -0.25 0.003
C 0.7517 4.0760 -0.9090 0.20 -0.60 0.34 -0.006
C 0.8366 2.6792 -1.0524 -0.49 0.89 -1.42 -0.002
C 0.4255 2.1163 -2.2740 0.29 -0.12 0.81 0.008
C -0.0798 2.8870 -3.2922 -0.12 0.27 -0.29 0.017
N 1.2715 1.7914 -0.0788 0.80 -0.10 1.52 0.012
C 1.7676 2.1530 1.0682 -0.55 0.36 -1.75 0.030
C 2.1055 1.1609 2.0408 0.66 -1.00 1.40 -0.005
C 2.7269 1.4909 3.2479 -0.33 0.37 -0.77 0.008
C 3.1661 0.4819 4.0834 0.06 -0.53 0.16 0.002
C 2.9760 -0.8399 3.7012 0.03 0.35 0.09 0.005
C 2.2966 -1.0981 2.5198 -0.16 -0.31 -0.03 0.025
N 1.8511 -0.1341 1.7229 0.05 0.70 -0.48 0.081
H 0.2026 5.9282 -1.8137 -0.02 -0.01 0.02 0.000
H 1.0680 4.5590 0.0050 -0.04 0.06 0.02 0.000
H 0.5358 1.0391 -2.4133 -0.05 0.00 -0.12 0.029
H -0.3915 2.4425 -4.2269 0.00 -0.03 0.02 0.000
H 1.9823 3.1935 1.2760 -0.10 0.09 0.15 -0.001
H 2.8684 2.5354 3.4938 0.08 -0.03 0.04 0.001
H 3.6626 0.7140 5.0160 0.01 0.03 -0.02 0.000
H 3.3381 -1.6593 4.3050 -0.03 -0.01 0.01 0.001
H 2.0920 -2.1137 2.2042 0.00 0.02 -0.02 -0.002
N -3.0179 0.0215 1.9036 -0.02 0.00 0.00 0.012
C -1.6867 0.1551 1.8609 0.08 0.06 0.10 0.029
N -1.2041 -0.0872 0.6582 0.71 0.04 -0.48 0.044
C -2.3004 -0.4057 -0.1444 -0.35 -0.07 0.07 -0.018
C -2.3692 -0.7592 -1.4903 0.04 0.05 0.05 0.008
C -3.6188 -1.0241 -2.0111 0.16 -0.01 -0.07 0.006
C -4.7743 -0.9404 -1.2213 -0.07 0.03 0.11 0.000
C -4.7187 -0.5974 0.1145 -0.10 -0.02 0.04 0.001
C -3.4583 -0.3372 0.6383 0.28 -0.02 -0.32 -0.009
H -3.6017 0.1570 2.7137 0.06 0.03 0.07 -0.001
H -1.0896 0.4279 2.7170 -0.06 -0.01 0.03 0.000
H -1.4737 -0.8271 -2.0980 -0.06 -0.04 -0.06 0.016
H -3.7127 -1.3069 -3.0506 -0.01 0.01 0.00 0.000
H -5.7333 -1.1495 -1.6744 0.00 -0.01 0.02 0.000
H -5.6121 -0.5368 0.7214 -0.01 0.00 -0.02 0.000
F 1.6411 -5.9505 -1.4844 -0.01 -0.06 0.00 0.016
C 1.3893 -4.7121 -1.1089 0.05 0.18 -0.02 0.106
C 0.3936 -4.4938 -0.1569 -0.19 0.06 0.15 0.026
C 0.1306 -3.2035 0.2547 -0.01 -0.26 0.00 -0.014
C 0.8418 -2.1442 -0.3136 0.55 0.56 -0.64 0.203
C 1.8617 -2.3932 -1.2524 0.11 -0.35 0.01 -0.001
C 2.1340 -3.6830 -1.6699 0.04 0.00 -0.13 -0.002
H -0.1581 -5.3362 0.2391 0.04 -0.03 -0.03 0.001
H -0.6379 -3.0228 0.9960 -0.02 0.00 -0.01 0.004
H 2.4470 -1.5743 -1.6755 0.07 -0.12 0.00 0.015
H 2.8975 -3.9104 -2.4015 -0.01 0.00 0.00 -0.002
```
Forces are in eV/Å.


C25H19CaN3O6S3 | ωB97M-V with the def2-TZVPD basis set

Max |F| = 0.0107 hartree/bohr
2S+1 = 1
Orbital gap = 5.1 eV
Energy above the lowest of the compared OMol25 structures with the same formula, charge and spin = 23.5 kcal per mole
Total charge = -2
Molar mass = 593.72 g mol⁻¹

Geometry as XYZ:
```
57
Properties=species:S:1:pos:R:3:forces:R:3:nbo_charge:R:1
Ca -1.7131 -0.6727 -0.4494 0.23 -0.35 0.34 1.755
O 2.7481 -2.1547 -1.4162 0.08 -0.09 0.01 -0.698
C 1.5408 -1.6772 -1.7816 0.03 0.08 -0.03 0.799
O 1.3455 -0.5153 -2.0323 0.01 -0.02 -0.02 -0.606
C 0.5274 -2.7658 -1.9595 -0.05 0.10 0.07 0.087
C 0.8645 -4.1038 -1.9832 -0.03 0.00 -0.01 -0.220
C -0.1565 -5.0255 -2.2006 0.05 0.01 0.02 -0.176
C -1.4439 -4.5757 -2.3863 -0.04 0.07 -0.02 -0.203
C -1.6981 -3.2049 -2.2944 -0.04 -0.31 -0.17 0.142
N -0.7267 -2.3301 -2.0903 -0.09 0.12 -0.02 -0.476
C -3.1334 -2.6765 -2.4328 -0.02 -0.20 -0.07 0.745
O -3.8501 -3.2860 -3.2356 -0.01 0.00 0.04 -0.719
O -3.4153 -1.6867 -1.7094 0.15 0.21 0.02 -0.819
H 3.2367 -1.3982 -1.0638 -0.04 0.04 0.01 0.501
H 1.8860 -4.4104 -1.8165 0.01 0.01 0.00 0.226
H 0.0671 -6.0856 -2.2103 -0.02 -0.01 -0.01 0.200
H -2.2767 -5.2374 -2.5747 0.01 -0.01 0.00 0.233
S -1.9564 -2.9455 1.2474 0.04 0.17 -0.06 -0.639
C -0.6394 -2.9449 2.4215 -0.09 0.12 -0.28 -0.037
C -0.7267 -3.8389 3.4933 0.07 -0.07 0.16 -0.286
C 0.2504 -3.9353 4.4742 -0.06 0.01 -0.06 -0.268
C 1.3626 -3.1078 4.3972 0.06 0.02 0.03 -0.276
C 1.4710 -2.2144 3.3414 0.07 0.00 0.04 -0.233
C 0.5055 -2.1062 2.3341 -0.11 -0.15 0.10 -0.220
S 0.7882 -0.9588 1.0368 -0.17 0.07 -0.20 -0.609
H -1.6050 -4.4724 3.5415 -0.01 0.00 0.00 0.198
H 0.1353 -4.6442 5.2881 0.01 0.00 0.01 0.179
H 2.1422 -3.1474 5.1519 -0.01 -0.01 0.00 0.178
H 2.3343 -1.5608 3.2784 0.00 0.00 -0.01 0.195
C 4.3789 3.9734 1.4103 0.08 0.04 -0.03 -0.621
C 2.9074 3.6754 1.3185 -0.07 -0.01 0.01 -0.036
C 2.0069 4.2617 2.2065 0.04 0.00 0.00 -0.225
C 0.6579 3.9589 2.1547 -0.05 0.06 0.06 -0.210
C 0.1841 3.0600 1.2091 0.00 0.01 -0.08 -0.239
C 1.0653 2.4654 0.3225 0.00 -0.06 -0.01 -0.181
C 2.4164 2.7799 0.3785 0.01 0.02 0.02 -0.205
S -1.5622 2.6769 1.2000 0.08 0.10 0.00 2.327
O -2.2430 3.9594 1.1122 0.08 -0.03 0.02 -1.004
O -1.8090 1.9036 2.3852 -0.04 -0.06 -0.02 -0.947
N -1.7669 1.7576 -0.0774 -0.20 0.41 0.31 -1.049
C -2.0490 2.2395 -1.3286 0.12 -0.19 -0.10 0.397
C -2.2532 3.5687 -1.7536 -0.02 0.00 -0.10 -0.317
C -2.5726 3.7902 -3.0774 0.02 0.02 0.09 -0.162
C -2.6947 2.7292 -3.9695 0.02 -0.09 -0.04 -0.341
C -2.4534 1.4596 -3.4742 0.07 0.06 -0.06 0.074
N -2.1197 1.2263 -2.2149 -0.09 -0.13 0.05 -0.535
H 4.5569 4.9652 1.8299 -0.01 0.00 0.01 0.200
H 4.8543 3.9331 0.4289 -0.01 -0.02 -0.01 0.207
H 4.8885 3.2478 2.0492 -0.02 -0.01 0.01 0.214
H 2.3716 4.9611 2.9520 0.00 0.00 0.00 0.190
H -0.0327 4.4173 2.8514 -0.03 -0.01 -0.02 0.222
H 0.7114 1.7360 -0.3922 -0.01 0.01 -0.01 0.250
H 3.0965 2.2960 -0.3130 0.00 -0.01 -0.01 0.203
H -2.1862 4.3773 -1.0456 0.01 0.01 0.02 0.248
H -2.7372 4.8081 -3.4151 0.00 0.00 -0.01 0.194
H -2.9599 2.8737 -5.0079 -0.01 0.03 0.00 0.200
H -2.5210 0.5816 -4.1084 -0.01 0.01 -0.01 0.197
```
Forces are in eV/Å.


C25H19Cl3N3O4STm | ωB97M-V with the def2-TZVPD basis set

Max |F| = 0.0302 hartree/bohr
2S+1 = 3
Orbital gap (alpha / beta) = 7.1 / 7.1 eV
Energy above the lowest of the compared OMol25 structures with the same formula, charge and spin = 19.2 kcal per mole
Molar mass = 732.80 g mol⁻¹

Geometry as XYZ:
```
56
Properties=species:S:1:pos:R:3:forces:R:3:mulliken_spin:R:1
Tm -0.1527 -0.7938 -0.6557 0.81 1.33 -0.03 2.019
O -1.2457 -2.6888 -0.5706 -0.71 -0.24 0.07 -0.004
C -2.2489 -1.9078 -0.4584 -0.14 -0.40 0.14 -0.001
O -2.1389 -0.8998 0.3066 -0.73 -0.19 0.32 0.000
C -3.3547 -1.9555 -1.4467 -0.03 -0.12 0.15 -0.003
C -4.5433 -2.6384 -1.2410 -0.03 0.01 -0.08 0.000
C -5.5231 -2.6155 -2.2219 0.03 0.04 -0.06 0.000
C -5.2904 -1.9041 -3.3932 0.05 0.00 0.07 0.000
C -4.0961 -1.2238 -3.5869 0.01 0.07 -0.12 0.000
C -3.0939 -1.2318 -2.6164 0.19 0.09 -0.05 0.001
S -1.5355 -0.3757 -2.8797 -0.56 -0.21 -0.14 -0.002
H -4.7029 -3.1912 -0.3226 0.04 0.03 -0.01 0.000
H -6.4552 -3.1476 -2.0795 0.03 0.02 0.01 0.000
H -6.0465 -1.8801 -4.1687 0.02 0.00 0.01 0.000
H -3.9325 -0.6801 -4.5095 0.04 0.00 0.03 0.000
Cl 6.4765 -1.0080 -4.1623 -0.15 -0.04 0.10 0.000
C 5.0288 -1.2720 -3.2259 0.14 -0.01 -0.10 0.000
C 4.0544 -0.2937 -3.1896 0.00 0.03 0.00 0.000
C 2.9266 -0.5481 -2.4355 0.02 0.45 -0.17 0.002
Cl 1.6978 0.7019 -2.2852 0.19 -0.06 -0.08 0.000
C 2.6946 -1.7262 -1.7265 -0.59 -0.03 0.45 -0.002
O 1.5947 -1.8880 -1.0242 1.08 -0.35 -0.33 -0.005
C 3.7257 -2.6683 -1.7780 0.25 -0.26 -0.10 0.000
Cl 3.5519 -4.1439 -0.8838 -0.03 0.14 -0.05 0.000
C 4.8740 -2.4540 -2.5210 0.05 -0.09 0.04 0.000
H 4.1762 0.6371 -3.7260 -0.03 -0.02 0.03 0.000
H 5.6486 -3.2082 -2.5453 -0.03 0.01 0.01 0.000
N -3.6596 5.1003 2.0783 0.16 -0.06 0.01 0.000
C -2.4633 4.6109 2.4861 -0.01 -0.12 -0.05 0.000
O -1.9063 4.9833 3.4972 -0.04 0.06 -0.02 0.000
C -1.8309 3.5426 1.6137 -0.17 0.24 0.16 0.000
C -2.3709 3.0774 0.4258 0.12 0.01 -0.09 0.000
C -1.6921 2.0944 -0.2715 -0.09 -0.08 0.00 -0.001
N -0.5530 1.5548 0.1685 0.14 -0.25 0.05 -0.002
C -0.0317 2.0116 1.3137 -0.04 0.05 -0.01 0.001
C -0.6327 3.0067 2.0580 0.08 -0.07 -0.01 0.000
H -4.1027 5.7953 2.6523 -0.03 0.02 0.01 0.000
H -4.1302 4.7615 1.2623 -0.06 0.04 0.01 0.000
H -3.2986 3.4443 0.0078 0.04 0.01 0.02 0.000
H -2.0711 1.6884 -1.2015 -0.06 0.01 -0.02 0.001
H 0.8924 1.5555 1.6489 0.00 0.01 -0.03 0.000
H -0.1970 3.3615 2.9807 -0.01 0.01 0.00 0.000
N 0.7739 -1.4271 1.6551 0.21 -0.03 -0.31 -0.002
C 1.8890 -0.7976 2.3090 -0.27 -0.02 0.02 0.000
C 2.9175 -0.2419 1.5592 0.14 0.00 0.00 -0.001
C 3.9536 0.4243 2.1977 -0.01 0.00 0.03 0.000
C 3.9650 0.5564 3.5815 -0.05 -0.04 -0.05 0.000
C 2.9339 -0.0008 4.3256 -0.01 0.00 -0.04 0.000
C 1.9028 -0.6825 3.6909 0.04 0.10 0.10 0.000
H 0.0699 -1.7090 2.3236 -0.12 0.01 0.06 0.000
H 1.0776 -2.2620 1.1548 0.13 -0.10 0.09 -0.001
H 2.9244 -0.3361 0.4813 -0.04 -0.02 -0.03 0.000
H 4.7501 0.8473 1.5981 0.00 0.00 0.05 0.000
H 4.7705 1.0852 4.0747 -0.02 -0.02 -0.02 0.000
H 2.9280 0.0894 5.4050 0.01 -0.01 -0.04 0.000
H 1.1025 -1.1288 4.2709 0.02 0.03 0.01 0.000
```
Forces are in eV/Å.


Which of these has the lowest 2S+1?
C25H19CaN3O6S3